[1]
131
Properties=species:S:1:pos:R:3:lowdin_charge:R:1 method="wB97M-V/def2-TZVPD" largest_force_ev_per_a=4.40 energy_ha=-3684.5684 homo_lumo_gap_ev=10.060 lumo_energy_ev=0.4586
C 9.013 15.074 13.055 -0.057
O 8.885 14.626 11.721 0.011
C 9.379 15.439 10.802 -0.669
O 9.871 16.515 10.992 0.124
O 9.145 14.953 9.627 0.030
C 9.542 15.867 8.558 0.007
H 10.008 15.361 13.357 0.063
H 8.740 14.234 13.703 0.097
H 8.358 15.920 13.220 0.092
H 9.305 15.325 7.645 0.100
H 10.609 15.970 8.629 0.061
H 9.071 16.814 8.571 0.087
C 10.675 7.626 15.408 -0.056
O 10.546 8.670 14.481 -0.036
C 9.274 9.200 14.423 -0.544
O 8.298 8.645 14.960 0.084
O 9.358 10.272 13.652 -0.018
C 8.081 10.964 13.528 0.019
H 11.033 8.072 16.345 0.114
H 11.425 7.002 15.006 0.072
H 9.775 7.049 15.376 0.088
H 8.421 11.904 13.105 0.079
H 7.758 11.112 14.555 0.101
H 7.483 10.286 12.938 0.104
C 11.070 18.410 14.517 -0.038
O 11.024 17.971 15.879 -0.021
C 9.921 17.228 16.144 -0.577
O 9.094 16.903 15.285 0.084
O 9.884 16.996 17.434 0.007
C 8.752 16.273 17.944 -0.009
H 11.143 17.591 13.770 0.100
H 11.928 19.125 14.575 0.107
H 10.222 19.012 14.197 0.094
H 8.424 16.723 18.881 0.099
H 9.032 15.270 18.133 0.081
H 7.918 16.223 17.248 0.096
C 19.147 11.240 18.449 -0.025
O 17.964 10.680 19.001 0.025
C 16.826 10.878 18.405 -0.646
O 15.763 10.334 18.681 0.089
O 16.881 11.710 17.398 -0.021
C 15.720 12.115 16.715 -0.002
H 19.012 12.257 18.260 0.039
H 19.399 10.718 17.507 0.111
H 19.854 11.006 19.265 0.115
H 14.940 11.407 16.869 0.094
H 16.043 12.346 15.697 0.084
H 15.462 13.015 17.196 0.070
C 10.262 11.481 9.830 -0.001
O 10.625 10.095 10.107 0.011
C 11.739 10.035 10.846 -0.624
O 12.364 10.995 11.239 0.077
O 12.083 8.786 11.044 0.034
C 13.188 8.590 11.976 0.009
H 9.235 11.414 9.421 0.113
H 11.012 11.886 9.162 0.089
H 10.262 12.016 10.754 0.068
H 13.640 9.485 12.288 0.049
H 13.950 7.994 11.472 0.099
H 12.774 7.962 12.772 0.093
C 15.500 13.342 20.910 -0.008
O 15.702 14.249 19.813 0.000
C 16.877 14.212 19.211 -0.628
O 17.817 13.572 19.550 0.126
O 16.969 15.152 18.235 -0.023
C 18.195 15.166 17.429 0.010
H 15.756 13.958 21.747 0.087
H 16.156 12.445 20.862 0.107
H 14.441 13.051 20.959 0.101
H 18.397 14.157 17.012 0.094
H 19.012 15.533 18.014 0.085
H 17.870 15.905 16.665 0.092
C 13.950 13.231 9.139 -0.033
O 14.146 14.237 10.116 0.007
C 13.469 15.382 9.894 -0.640
O 12.764 15.579 8.977 0.114
O 13.758 16.323 10.775 0.017
C 13.186 17.600 10.324 0.013
H 13.076 13.487 8.576 0.081
H 13.901 12.279 9.645 0.071
H 14.813 13.267 8.499 0.092
H 13.636 17.781 9.352 0.105
H 13.335 18.257 11.137 0.083
H 12.124 17.470 10.171 0.072
C 13.967 19.065 17.660 0.037
O 14.722 18.090 16.859 0.045
C 15.579 18.564 16.067 -0.694
O 15.831 19.726 15.930 0.098
O 16.288 17.632 15.420 -0.012
C 17.256 18.164 14.486 -0.029
H 12.909 18.819 17.635 0.082
H 14.087 19.959 17.065 0.086
H 14.305 19.136 18.675 0.095
H 18.236 18.353 14.979 0.107
H 16.922 19.149 14.142 0.086
H 17.281 17.472 13.627 0.097
C 12.706 15.182 17.757 -0.002
O 11.818 14.989 16.648 -0.022
C 12.432 14.372 15.622 -0.597
O 13.598 14.197 15.526 0.136
O 11.486 14.064 14.721 -0.007
C 11.981 13.223 13.595 0.027
H 12.916 14.196 18.180 0.105
H 12.089 15.785 18.399 0.088
H 13.566 15.719 17.370 0.092
H 11.234 12.478 13.360 0.073
H 12.934 12.752 13.819 0.089
H 11.994 13.867 12.740 0.084
C 20.431 13.593 12.607 -0.018
O 19.121 14.105 12.238 -0.002
C 18.154 13.873 13.101 -0.659
O 18.323 13.285 14.132 0.097
O 16.966 14.306 12.669 -0.002
C 15.792 14.018 13.608 0.019
H 20.937 14.391 13.140 0.092
H 20.974 13.376 11.691 0.091
H 20.343 12.687 13.199 0.084
H 15.496 12.950 13.470 0.083
H 15.030 14.721 13.219 0.097
H 15.973 14.148 14.646 0.047
N 18.897 10.454 11.780 0.064
C 18.035 10.011 12.683 -0.135
C 16.654 10.288 12.632 -0.055
C 16.211 11.035 11.550 -0.101
C 17.081 11.395 10.550 -0.046
C 18.425 11.084 10.751 -0.173
H 18.449 9.480 13.530 0.103
H 15.905 9.905 13.352 0.110
H 15.195 11.375 11.452 0.085
H 16.751 11.895 9.640 0.104
H 19.149 11.428 10.047 0.101


[2]
117
Properties=species:S:1:pos:R:3:lowdin_charge:R:1 method="wB97M-V/def2-TZVPD" largest_force_ev_per_a=6.25 energy_ha=-2862.6460 homo_lumo_gap_ev=6.958 lumo_energy_ev=-1.3497
C -4.013 -5.492 5.778 -0.078
C -3.055 -4.867 4.615 -0.262
O -2.546 -3.617 5.151 -0.184
C -1.321 -3.273 4.459 -0.179
C -1.493 -2.928 2.905 -0.140
O -2.503 -1.869 2.646 -0.111
C -1.962 -1.183 1.489 -0.111
C -1.300 0.215 1.734 -0.013
C -1.199 0.990 3.125 -0.265
C -0.616 0.130 4.344 -0.045
F -2.545 1.436 3.461 -0.068
C -0.680 0.927 0.492 0.081
C -0.720 0.293 -0.965 -0.131
N -0.068 1.029 -2.032 0.114
C -0.114 0.355 -3.299 -0.173
C 0.638 1.072 -4.556 -0.060
C -0.852 -1.008 -3.467 -0.210
S -0.849 -1.746 -5.200 0.728
C 0.890 -2.347 -5.509 -0.153
O -1.779 -2.928 -5.250 -0.382
O -1.287 -0.709 -6.233 -0.380
N -1.517 -1.782 -2.472 0.132
C -1.395 -1.080 -1.223 -0.108
C -2.029 -1.804 0.046 0.007
C -2.779 -3.222 -0.072 -0.121
C -2.067 -4.472 -0.734 0.017
C -3.001 -5.731 -0.716 -0.056
C -4.420 -5.796 -0.114 -0.124
N -5.017 -4.637 0.458 0.002
C -4.217 -3.464 0.439 -0.089
H -5.035 -4.996 5.661 0.078
H -3.488 -5.206 6.771 0.087
H -4.035 -6.631 5.711 0.071
H -3.615 -4.664 3.638 0.119
H -2.253 -5.660 4.412 0.120
H -0.766 -2.478 5.069 0.105
H -0.647 -4.220 4.505 0.137
H -0.514 -2.577 2.421 0.141
H -1.823 -3.887 2.347 0.122
H -0.519 1.909 2.999 0.129
H -0.331 0.820 5.229 0.093
H 0.246 -0.529 3.990 0.094
H -1.485 -0.517 4.734 0.086
H -0.168 1.939 0.648 0.091
H 1.266 0.308 -5.146 0.071
H -0.117 1.637 -5.196 0.095
H 1.381 1.831 -4.128 0.073
H 0.993 -3.478 -5.312 0.086
H 1.215 -2.041 -6.560 0.069
H 1.589 -1.795 -4.769 0.074
H -1.021 -4.445 -1.179 0.099
H -2.579 -6.703 -1.170 0.085
H -5.033 -6.773 -0.109 0.107
H -4.726 -2.525 0.885 0.123
C 2.161 3.641 1.834 -0.090
C 3.273 2.741 2.330 -0.322
O 3.140 1.446 1.758 -0.093
H 1.183 3.227 2.095 0.046
H 2.247 4.640 2.269 0.079
H 2.190 3.725 0.744 0.076
H 3.227 2.641 3.417 0.111
H 4.255 3.144 2.063 0.108
H 3.191 1.546 0.798 0.082
C 2.309 -0.543 7.454 -0.086
C 1.961 -1.995 7.191 -0.320
O 2.039 -2.271 5.796 -0.102
H 1.628 0.119 6.911 0.061
H 2.248 -0.314 8.520 0.068
H 3.320 -0.318 7.102 0.077
H 0.943 -2.210 7.523 0.114
H 2.645 -2.663 7.721 0.091
H 2.944 -2.086 5.512 0.084
C -1.636 5.723 -2.856 -0.083
C -0.474 4.815 -2.505 -0.335
O -0.393 4.649 -1.105 -0.092
H -1.516 6.700 -2.380 0.076
H -1.708 5.865 -3.938 0.063
H -2.579 5.304 -2.493 0.076
H 0.467 5.247 -2.851 0.101
H -0.593 3.830 -2.969 0.097
H -1.225 4.255 -0.811 0.081
C 1.236 -3.450 -9.452 -0.092
C 2.396 -4.359 -9.096 -0.320
O 2.483 -4.515 -7.684 -0.099
H 1.358 -2.470 -8.984 0.067
H 1.162 -3.318 -10.534 0.075
H 0.293 -3.864 -9.084 0.079
H 3.338 -3.931 -9.446 0.113
H 2.274 -5.346 -9.552 0.109
H 1.650 -4.902 -7.382 0.078
C 1.120 5.380 -5.871 -0.092
C 2.226 4.476 -5.359 -0.311
O 2.089 3.170 -5.903 -0.112
H 0.140 4.972 -5.607 0.071
H 1.211 6.383 -5.449 0.069
H 1.148 5.456 -6.963 0.076
H 2.178 4.390 -4.271 0.100
H 3.209 4.874 -5.632 0.110
H 2.138 3.245 -6.865 0.093
C -2.606 9.770 -5.116 -0.093
C -1.145 9.475 -4.839 -0.321
O -0.762 8.260 -5.472 -0.103
H -3.237 8.955 -4.753 0.076
H -2.915 10.699 -4.630 0.075
H -2.786 9.859 -6.191 0.073
H -0.974 9.365 -3.766 0.110
H -0.506 10.282 -5.211 0.108
H -0.908 8.367 -6.422 0.086
C 3.849 -4.653 10.451 -0.094
C 4.178 -3.227 10.847 -0.319
O 3.228 -2.330 10.284 -0.097
H 3.848 -4.759 9.363 0.073
H 4.575 -5.353 10.873 0.074
H 2.850 -4.931 10.799 0.074
H 5.167 -2.947 10.479 0.113
H 4.169 -3.112 11.935 0.108
H 2.357 -2.578 10.621 0.089


[3]
136
Properties=species:S:1:pos:R:3:lowdin_charge:R:1 method="wB97M-V/def2-TZVPD" largest_force_ev_per_a=1.17 energy_ha=-4266.3549 homo_lumo_gap_ev=7.460 lumo_energy_ev=-0.5207
C 5.455 -4.800 1.736 -0.049
C 4.171 -5.515 1.321 -0.213
O 3.385 -4.749 0.402 0.087
B 2.791 -3.621 0.825 -0.644
O 2.760 -3.345 2.180 0.151
C 2.063 -2.601 -0.156 0.049
C 2.713 -1.919 -1.204 -0.080
C 4.190 -2.080 -1.500 -0.412
F 4.587 -3.379 -1.508 0.120
F 4.432 -1.630 -2.789 0.071
C 5.109 -1.266 -0.601 -0.087
C 4.632 -0.452 0.414 0.013
C 5.538 0.304 1.145 -0.052
C 6.884 0.244 0.863 -0.015
C 7.359 -0.602 -0.129 -0.113
C 8.818 -0.706 -0.441 -0.553
F 9.229 -1.979 -0.619 0.142
F 9.088 -0.050 -1.596 0.144
F 9.606 -0.151 0.511 0.122
C 6.464 -1.355 -0.871 0.060
C 2.022 -1.006 -1.981 0.070
C 0.679 -0.753 -1.739 -0.221
C 0.025 -1.416 -0.718 -0.329
C 0.701 -2.351 0.077 -0.223
N -0.059 -3.025 1.065 0.128
C -0.479 -2.354 2.071 -0.392
C -1.758 -2.784 2.723 -0.019
C 0.257 -1.208 2.703 0.000
S -1.685 -1.029 -0.434 1.127
C -1.615 0.706 -0.788 -0.335
C -0.756 1.126 -1.800 -0.225
C -0.638 2.472 -2.084 0.029
C -1.401 3.400 -1.400 0.011
C -2.266 2.957 -0.423 -0.202
O -3.044 3.844 0.333 -0.033
N -3.338 5.036 -0.343 0.008
O -3.788 5.816 0.402 0.073
C -2.394 1.617 -0.084 -0.123
C -3.338 1.216 0.991 -0.206
C -2.856 0.785 2.219 -0.057
C -3.725 0.455 3.246 -0.083
C -5.096 0.543 3.049 -0.071
C -5.581 0.962 1.820 -0.069
C -4.712 1.307 0.801 -0.017
N 0.014 0.202 -2.568 -0.039
C -0.808 -0.452 -3.633 -0.091
C -0.749 0.356 -4.917 -0.120
O 0.610 0.789 -5.147 0.001
C 0.722 1.933 -5.830 -0.539
C 2.054 2.597 -5.637 0.025
O -0.157 2.394 -6.528 0.084
H 5.638 -3.965 1.058 0.074
H 5.381 -4.391 2.742 0.070
H 6.318 -5.456 1.649 0.071
H 4.439 -6.429 0.801 0.110
H 3.572 -5.818 2.177 0.119
H 2.620 -2.405 2.332 0.051
H 3.573 -0.398 0.611 0.122
H 5.228 0.978 1.929 0.113
H 7.584 0.858 1.413 0.123
H 6.802 -2.000 -1.670 0.143
H 2.492 -0.451 -2.779 0.131
H -1.574 -3.407 3.600 0.075
H -2.324 -3.400 2.028 0.089
H -2.369 -1.924 2.988 0.060
H 0.700 -0.532 1.970 0.095
H -0.379 -0.631 3.366 0.073
H 1.075 -1.638 3.284 0.084
H 0.052 2.810 -2.843 0.121
H -1.310 4.449 -1.636 0.115
H -1.789 0.720 2.379 0.098
H -3.324 0.142 4.201 0.105
H -5.774 0.292 3.853 0.104
H -6.647 1.021 1.662 0.073
H -5.104 1.657 -0.145 0.121
H -0.397 -1.446 -3.792 0.139
H -1.848 -0.485 -3.310 0.094
H -1.080 -0.252 -5.757 0.139
H -1.351 1.254 -4.828 0.084
H 2.391 3.002 -6.587 0.088
H 2.796 1.907 -5.245 0.084
H 1.948 3.418 -4.930 0.089
O -8.616 -0.085 1.347 -0.058
H -9.332 0.029 1.980 0.058
H -9.050 -0.424 0.552 0.020
O -8.772 0.163 -1.517 -0.067
H -8.448 0.992 -1.132 -0.004
H -8.884 0.346 -2.453 0.039
O -3.021 -4.915 5.103 -0.057
H -2.592 -4.590 5.901 0.034
H -3.698 -5.519 5.423 0.036
O -1.219 3.568 2.764 -0.044
H -1.634 3.913 3.560 0.041
H -1.801 3.850 2.047 0.002
O 4.111 -1.303 3.296 -0.040
H 4.441 -2.210 3.252 0.041
H 4.686 -0.868 3.933 0.058
O 8.944 -1.589 3.150 -0.049
H 9.249 -0.816 3.635 0.040
H 8.883 -1.287 2.239 -0.010
O -8.320 2.935 -0.639 -0.047
H -8.187 3.366 0.211 0.052
H -8.165 3.632 -1.289 0.027
O -1.169 7.499 0.183 -0.055
H -0.808 7.845 1.005 0.038
H -1.823 6.849 0.456 -0.017
O -3.082 2.563 -5.231 -0.059
H -3.940 2.389 -5.629 0.037
H -2.478 2.665 -5.980 0.023
O -8.507 5.991 -1.868 -0.047
H -8.886 6.454 -1.112 0.023
H -8.915 6.410 -2.632 0.046
O -4.218 -0.927 -3.279 -0.053
H -5.035 -0.465 -3.490 0.034
H -4.335 -1.225 -2.371 0.028
O 11.147 2.446 -0.832 -0.054
H 10.618 1.669 -0.632 -0.007
H 11.882 2.103 -1.349 0.038
O 5.372 -8.063 2.623 -0.045
H 5.709 -8.947 2.444 0.042
H 5.983 -7.698 3.270 0.041
O 0.389 -6.289 0.146 -0.051
H 0.457 -5.483 0.673 0.003
H 0.410 -7.006 0.785 0.032
O -8.416 8.716 -0.539 -0.054
H -7.701 8.594 -1.174 0.054
H -8.078 9.370 0.082 0.052
O 11.514 -3.974 0.277 -0.054
H 10.752 -3.519 -0.094 0.001
H 11.215 -4.273 1.141 0.034
O -8.735 7.372 2.232 -0.058
H -8.359 8.105 2.727 0.032
H -8.793 7.680 1.319 -0.012
O -8.134 -3.015 0.690 -0.063
H -7.830 -2.191 1.091 0.006
H -8.231 -2.802 -0.243 0.027